[1]
This record from the Open Molecules 2025 dataset describes a molecular structure, C3H4O4Tl. The level of theory is wB97M-V/def2-TZVPD.

```
12
Properties=species:S:1:pos:R:3:forces:R:3
O 3.37434 -0.62039 -0.52659 -2.10 0.21 0.34
C 2.58955 0.18802 -0.11467 1.59 0.42 0.32
O 2.58694 1.34270 0.29578 0.29 -0.75 -0.84
O 0.88392 -0.31729 0.16945 1.46 -0.47 -0.51
C -1.39042 -0.84514 -0.17625 -2.32 -0.34 0.64
C -2.10462 0.40765 -0.29772 2.48 1.19 -0.28
O -1.72884 1.42737 0.35864 -2.96 -2.06 -1.17
H 1.03284 -1.18716 0.55693 -0.13 -0.11 -0.03
H -1.34012 -1.24249 0.84609 0.60 0.24 -0.51
H -1.52865 -1.58134 -0.97257 0.32 0.27 0.20
H -2.76620 0.55005 -1.16925 -0.13 -0.03 0.34
Tl 0.39125 1.87803 1.03016 0.90 1.43 1.49
```
Forces are in eV/Å.

The relative energy (zero: lowest compared OMol25 entry of this formula, charge and spin) is 62.5 kJ/mol. As for the HOMO-LUMO gap (spin up / spin down): 9.1 / 7.1 eV. As for the spin multiplicity: 2. The calculation puts the total energy at -590.070467 a.u. For the HOMO energy (spin up / spin down), the calculation gives -0.3326 / -0.3345 Eh.

Atomic charges from the Mulliken analysis, expressed in e, are listed below: number 1, O, carries -0.496; number 2, C, carries 0.783; number 3, O, carries -0.571; number 4, O, carries -0.695; number 5, C, carries -0.563; number 6, C, carries 0.278; number 7, O, carries -0.552; number 8, H, carries 0.274; number 9, H, carries 0.262; number 10, H, carries 0.316; number 11, H, carries 0.339; number 12, Tl, carries 0.625



[2]
This record from the Open Molecules 2025 dataset describes a molecular structure, C3H4O4Yb. The level of theory is wB97M-V/def2-TZVPD.

```
12
Properties=species:S:1:pos:R:3:forces:R:3
C -0.36441 0.87153 0.32492 -1.27 -1.06 4.45
O -0.42760 2.08374 0.50523 -0.15 -0.18 -1.02
O 0.79041 0.24807 0.38524 0.13 0.21 -1.11
C 0.73148 -1.13202 0.01780 -1.23 -0.51 1.75
O -0.17077 -0.21074 -1.91998 1.38 -1.56 0.36
C 0.39768 -1.18912 -1.43053 -3.18 1.03 -0.50
Yb 0.74504 4.18261 1.01351 -0.28 -0.50 -0.19
H 0.30457 -2.20009 -1.87176 0.68 0.38 -0.34
H 1.70688 -1.57471 0.24369 -0.45 -0.04 0.32
O -1.41153 -0.01620 0.77001 1.52 1.84 -1.65
H -2.05463 0.45427 1.31614 -0.05 0.45 -0.36
H -0.24713 -1.51733 0.64574 2.90 -0.06 -1.70
```
Forces are in eV/Å.

Its total charge is +1. The relative energy (zero: lowest compared OMol25 entry of this formula, charge and spin) is 147.4 kJ/mol. As for the HOMO-LUMO gap (spin up / spin down): 6.5 / 9.0 eV. As for the spin multiplicity: 2. The calculation puts the total energy at -1576.042204 a.u. For the HOMO energy (spin up / spin down), the calculation gives -0.3639 / -0.4848 Eh.

Atomic charges from the Mulliken analysis, expressed in e, are listed below: number 1, C, carries 0.881; number 2, O, carries -0.374; number 3, O, carries -0.346; number 4, C, carries -0.418; number 5, O, carries -0.463; number 6, C, carries 0.192; number 7, Yb, carries 0.669; number 8, H, carries 0.363; number 9, H, carries 0.316; number 10, O, carries -0.489; number 11, H, carries 0.342; number 12, H, carries 0.327



[3]
This record from the Open Molecules 2025 dataset describes C3H4O5 in the gas phase. The level of theory is wB97M-V/def2-TZVPD.

```
12
Properties=species:S:1:pos:R:3:forces:R:3
O 1.75906 -1.42683 -0.18145 -0.24 1.60 -0.51
C 1.23047 -0.33915 -0.03921 0.62 -3.58 -1.12
O 1.42187 0.38210 1.03869 -0.40 2.40 0.91
C 0.04855 0.18378 -0.89803 -0.50 0.28 2.52
O 0.07048 1.59203 -0.89902 -0.46 -2.29 -6.39
C -1.13423 -0.50199 -0.04199 1.06 -2.69 -2.54
O -1.16349 -1.72493 -0.34262 -1.60 4.15 2.33
O -1.88381 0.27579 0.82695 0.49 -2.18 -1.68
H 2.28236 0.33369 1.46860 0.07 -0.71 -0.20
H -0.02645 -0.30980 -1.87766 0.33 0.62 0.42
H 0.08132 1.80337 -0.05044 0.14 2.03 6.00
H -2.68613 -0.26805 0.99616 0.49 0.37 0.27
```
Forces are in eV/Å.

The relative energy (zero: lowest compared OMol25 entry of this formula, charge and spin) is 145.4 kJ/mol. As for the HOMO-LUMO gap: 10.4 eV. The SMILES is O=C(O)C(O)C(=O)O. The calculation puts the total energy at -492.894276 a.u. For the HOMO energy, the calculation gives -0.3704 Eh.

Atomic charges from the Mulliken analysis, expressed in e, are listed below: number 1, O, carries -0.537; number 2, C, carries 0.500; number 3, O, carries -0.469; number 4, C, carries 0.138; number 5, O, carries -0.502; number 6, C, carries 0.394; number 7, O, carries -0.512; number 8, O, carries -0.433; number 9, H, carries 0.363; number 10, H, carries 0.365; number 11, H, carries 0.304; number 12, H, carries 0.388



[4]
This record from the Open Molecules 2025 dataset describes a molecular structure, C3H4O5. The level of theory is wB97M-V/def2-TZVPD.

```
12
Properties=species:S:1:pos:R:3:forces:R:3
C -0.54703 0.39186 -0.38256 0.04 -0.11 0.21
C 0.32123 1.30171 0.71016 -0.13 0.03 0.04
C -0.71074 -1.26501 -0.44336 -0.12 0.03 0.05
O -0.40333 -0.29103 1.00839 0.12 0.12 -0.39
O 1.63820 1.08191 0.51320 -0.26 -0.08 0.03
O 0.47581 -1.80920 -0.78612 -0.16 0.17 0.15
O -0.18688 2.20856 1.29514 0.17 -0.41 -0.22
O -1.78816 -1.77419 -0.49477 0.43 0.23 0.07
H 2.11366 1.65352 1.13433 -0.09 0.01 -0.03
H 0.33687 -2.76576 -0.85177 -0.07 0.07 0.00
H -1.49897 0.86083 -0.57443 0.02 -0.03 0.04
H 0.24936 0.40679 -1.12823 0.06 -0.05 0.05
```
Forces are in eV/Å.

The relative energy (zero: lowest compared OMol25 entry of this formula, charge and spin) is 511.7 kJ/mol. As for the HOMO-LUMO gap: 8.9 eV. The calculation puts the total energy at -492.754743 a.u. For the HOMO energy, the calculation gives -0.3579 Eh.

Atomic charges from the Mulliken analysis, expressed in e, are listed below: number 1, C, carries -0.698; number 2, C, carries 0.803; number 3, C, carries 0.803; number 4, O, carries -0.390; number 5, O, carries -0.428; number 6, O, carries -0.428; number 7, O, carries -0.508; number 8, O, carries -0.508; number 9, H, carries 0.366; number 10, H, carries 0.366; number 11, H, carries 0.363; number 12, H, carries 0.258



[5]
This record from the Open Molecules 2025 dataset describes a molecular structure, C3H4O5Rb. The level of theory is wB97M-V/def2-TZVPD.

```
13
Properties=species:S:1:pos:R:3:forces:R:3
C -1.89183 1.46093 0.55213 0.90 -1.38 -0.82
C -2.48513 0.54240 1.46110 0.17 -0.47 -0.18
O -1.84090 -0.02270 2.40760 0.35 0.12 0.44
O -2.21528 1.56059 -0.66304 -0.39 0.62 0.35
H -0.84886 1.74116 0.82874 -0.22 0.42 0.31
H -3.48114 0.14857 1.18635 0.09 0.25 0.11
H 0.31217 -0.31885 -2.06012 1.14 -1.70 0.84
O 2.70918 -0.33774 -2.13073 0.76 -0.20 -1.18
C 1.98046 -0.91819 -1.20147 -0.03 1.43 2.31
O 2.36103 -1.10119 -0.05615 0.18 -0.80 -0.77
O 0.73722 -1.09795 -1.55556 -2.11 1.08 -1.06
Rb 1.01390 -1.24165 3.14693 -0.70 0.39 -0.59
H 3.64919 -0.41539 -1.91578 -0.13 0.23 0.25
```
Forces are in eV/Å.

The relative energy (zero: lowest compared OMol25 entry of this formula, charge and spin) is 36.7 kJ/mol. As for the HOMO-LUMO gap (spin up / spin down): 3.9 / 6.0 eV. As for the spin multiplicity: 2. The calculation puts the total energy at -516.954754 a.u. For the HOMO energy (spin up / spin down), the calculation gives -0.1824 / -0.2600 Eh.

Atomic charges from the Mulliken analysis, expressed in e, are listed below: number 1, C, carries -0.057; number 2, C, carries -0.122; number 3, O, carries -0.668; number 4, O, carries -0.630; number 5, H, carries 0.200; number 6, H, carries 0.331; number 7, H, carries 0.383; number 8, O, carries -0.435; number 9, C, carries 0.695; number 10, O, carries -0.524; number 11, O, carries -0.445; number 12, Rb, carries 0.933; number 13, H, carries 0.339



[6]
This record from the Open Molecules 2025 dataset describes a molecular structure, C3H4O5Tb. The level of theory is wB97M-V/def2-TZVPD.

```
13
Properties=species:S:1:pos:R:3:forces:R:3
C 1.03876 -1.65866 0.73368 4.01 1.82 -1.50
C -0.29961 -1.83805 0.59028 -4.24 1.13 -0.99
O -1.25825 -0.82406 0.70941 1.13 -2.02 1.86
C -1.61050 0.01719 -0.26853 3.70 1.89 -3.55
O -1.83897 1.21143 0.14072 -0.89 1.51 0.65
O -1.27914 -0.21369 -1.44148 -1.22 -0.64 1.16
O 1.72784 -0.58324 0.47927 -2.48 -1.22 0.87
H 1.59851 -2.61190 0.81205 -0.05 0.54 0.22
H -0.71179 -2.76804 0.20046 0.22 -0.07 0.59
H 0.95317 1.08748 -0.12639 0.47 3.33 -1.05
O 0.90803 2.31442 -0.50571 0.60 -4.65 1.43
H 1.76565 2.51607 -0.88378 0.52 -0.26 -0.07
Tb -0.99371 3.35104 -0.43998 -1.77 -1.36 0.39
```
Forces are in eV/Å.

Its total charge is +1. As for the HOMO-LUMO gap (spin up / spin down): 7.9 / 7.6 eV. As for the spin multiplicity: 7. The calculation puts the total energy at -1317.015260 a.u. For the HOMO energy (spin up / spin down), the calculation gives -0.4803 / -0.4681 Eh.

Atomic charges from the Mulliken analysis, expressed in e, are listed below: number 1, C, carries 0.217; number 2, C, carries -0.184; number 3, O, carries -0.254; number 4, C, carries 0.792; number 5, O, carries -0.770; number 6, O, carries -0.602; number 7, O, carries -0.567; number 8, H, carries 0.330; number 9, H, carries 0.379; number 10, H, carries 0.546; number 11, O, carries -0.716; number 12, H, carries 0.340; number 13, Tb, carries 1.488



[7]
This record from the Open Molecules 2025 dataset describes C3H4OS in the gas phase. The level of theory is wB97M-V/def2-TZVPD.

```
9
Properties=species:S:1:pos:R:3:forces:R:3
C 0.32105 1.09970 0.16320 -0.11 2.06 -2.59
C -0.71558 0.12244 -0.04413 -2.09 -3.65 0.27
S -2.35875 0.12090 0.10672 1.97 0.25 -0.33
C 0.06658 -1.35538 -0.23725 -2.82 -1.55 0.21
O 1.22891 -1.35601 -0.36479 2.62 0.54 -0.31
H 0.80008 0.79067 1.02920 1.36 -0.42 1.73
H -0.02509 2.15555 0.27952 0.20 -0.96 -0.30
H 1.04083 0.94295 -0.70618 -0.60 0.61 1.21
H -0.35804 -2.52082 -0.22630 -0.55 3.11 0.11
```
Forces are in eV/Å.

The relative energy (zero: lowest compared OMol25 entry of this formula, charge and spin) is 165.0 kJ/mol. As for the HOMO-LUMO gap: 8.0 eV. The SMILES is CC(=S)C=O. The calculation puts the total energy at -590.061793 a.u. For the HOMO energy, the calculation gives -0.3278 Eh.

Atomic charges from the Mulliken analysis, expressed in e, are listed below: number 1, C, carries -0.811; number 2, C, carries 0.163; number 3, S, carries -0.225; number 4, C, carries 0.062; number 5, O, carries -0.388; number 6, H, carries 0.311; number 7, H, carries 0.299; number 8, H, carries 0.269; number 9, H, carries 0.320



[8]
This record from the Open Molecules 2025 dataset describes 2 unconnected molecules or ions with the total composition C3H4OS. The level of theory is wB97M-V/def2-TZVPD.

```
9
Properties=species:S:1:pos:R:3:forces:R:3
C 2.02720 -0.10449 0.23991 1.40 -2.07 -0.83
C -0.68454 0.50279 0.79682 0.92 1.15 1.73
C -1.30591 0.02156 -0.42647 1.20 -1.86 -1.83
O -1.09432 1.02434 1.78140 0.27 -0.73 -1.32
S 3.54883 0.11169 -0.23223 -1.48 0.56 0.56
H 1.74787 -1.21365 0.20618 -0.33 1.42 0.33
H -0.94094 -1.07282 -0.63217 -1.10 1.86 0.62
H -0.94203 0.53760 -1.33360 0.22 0.12 0.67
H -2.35616 0.19300 -0.39983 -1.10 -0.46 0.07
```
Forces are in eV/Å.

The relative energy (zero: lowest compared OMol25 entry of this formula, charge and spin) is 425.3 kJ/mol. As for the HOMO-LUMO gap (spin up / spin down): 6.7 / 8.0 eV. The calculation puts the total energy at -589.962670 a.u. For the HOMO energy (spin up / spin down), the calculation gives -0.2756 / -0.3037 Eh.

Atomic charges from the Mulliken analysis, expressed in e, are listed below: number 1, C, carries -0.166; number 2, C, carries 0.368; number 3, C, carries -0.766; number 4, O, carries -0.372; number 5, S, carries -0.137; number 6, H, carries 0.203; number 7, H, carries 0.242; number 8, H, carries 0.283; number 9, H, carries 0.344



[9]
This record from the Open Molecules 2025 dataset describes 2 unconnected molecules or ions with the total composition C3H4OS. The level of theory is wB97M-V/def2-TZVPD.

```
9
Properties=species:S:1:pos:R:3:forces:R:3
C -0.03926 -2.00747 0.42156 -1.47 2.29 -0.45
C 0.94771 -0.02688 0.11165 1.88 -1.69 0.98
C -0.29083 -0.68313 0.22596 -0.30 -0.36 0.01
O 0.39651 -3.04312 0.64710 0.25 -1.39 0.31
S -3.62410 1.32671 -0.46991 -1.18 0.02 1.73
H 1.89634 -0.63852 0.41705 -1.74 1.70 -0.83
H 0.96660 0.96497 -0.24231 0.40 0.89 -0.26
H -1.24682 -0.10190 0.08252 0.99 -1.46 0.26
H -4.41633 1.32317 0.73859 1.17 0.00 -1.75
```
Forces are in eV/Å.

The relative energy (zero: lowest compared OMol25 entry of this formula, charge and spin) is 401.7 kJ/mol. As for the HOMO-LUMO gap (spin up / spin down): 10.8 / 3.7 eV. The calculation puts the total energy at -589.971671 a.u. For the HOMO energy (spin up / spin down), the calculation gives -0.3726 / -0.2417 Eh.

Atomic charges from the Mulliken analysis, expressed in e, are listed below: number 1, C, carries 0.498; number 2, C, carries -0.898; number 3, C, carries 0.194; number 4, O, carries -0.326; number 5, S, carries -0.236; number 6, H, carries 0.184; number 7, H, carries 0.338; number 8, H, carries 0.048; number 9, H, carries 0.197



[10]
This record from the Open Molecules 2025 dataset describes C3H4OS in the gas phase. The level of theory is wB97M-V/def2-TZVPD.

```
9
Properties=species:S:1:pos:R:3:forces:R:3
C 1.62003 -1.32098 -0.03633 -0.85 1.31 0.23
C 0.90144 -0.22138 -0.20555 3.87 -3.50 -0.70
C -0.25467 0.55113 -0.15980 -3.79 1.47 0.59
O 3.21125 0.52128 0.83719 1.07 1.00 0.63
S 2.71116 0.03694 -0.44481 -1.61 -1.08 0.16
H 1.70450 -2.22917 0.56295 -0.10 0.12 -0.57
H -0.77959 0.56397 0.85082 0.64 -0.22 -1.17
H -1.03412 0.26877 -0.94047 1.06 0.17 0.92
H 0.05336 1.55974 -0.36372 -0.28 0.73 -0.10
```
Forces are in eV/Å.

The relative energy (zero: lowest compared OMol25 entry of this formula, charge and spin) is 255.8 kJ/mol. As for the HOMO-LUMO gap: 10.0 eV. The calculation puts the total energy at -590.027211 a.u. For the HOMO energy, the calculation gives -0.3377 Eh.

Atomic charges from the Mulliken analysis, expressed in e, are listed below: number 1, C, carries -0.367; number 2, C, carries 0.258; number 3, C, carries -0.787; number 4, O, carries -0.560; number 5, S, carries 0.310; number 6, H, carries 0.335; number 7, H, carries 0.256; number 8, H, carries 0.271; number 9, H, carries 0.283